17
Properties=species:S:1:pos:R:3:lowdin_charge:R:1 method="wB97M-V/def2-TZVPD" e_homo_ev=-14.25 homo_lumo_gap_ha=0.38270 smiles="C=CC[C@@H]([NH3+])C=O" charge=+1
C -0.98 -1.86 -0.69 0.054
C -1.05 -1.01 0.31 -0.221
C -1.03 0.51 0.06 -0.170
C 0.35 1.08 0.15 -0.255
N 1.09 0.33 1.20 0.207
C 1.12 1.05 -1.27 -0.094
O 2.28 0.60 -1.21 0.043
H -1.15 -1.54 -1.69 0.073
H -0.73 -2.92 -0.48 0.096
H -1.38 -1.45 1.26 0.129
H -1.76 0.86 0.84 0.135
H -1.58 0.81 -0.91 0.159
H 0.48 2.15 0.36 0.163
H 0.85 -0.62 0.96 0.114
H 2.05 0.53 1.13 0.136
H 0.81 0.19 2.26 0.255
H 0.63 1.29 -2.30 0.177


17
Properties=species:S:1:pos:R:3:lowdin_charge:R:1 method="wB97M-V/def2-TZVPD" e_homo_ev=-14.77 homo_lumo_gap_ha=0.37109 charge=+1
C 1.15 -0.68 0.34 0.212
C -1.92 0.50 -1.53 -0.118
C 3.18 -0.16 0.85 -0.053
C -2.07 0.50 0.06 -0.209
C -1.34 -0.60 0.75 -0.224
N 0.00 -0.61 0.46 0.063
O 3.80 0.31 -0.16 0.100
H -2.22 -0.52 -2.02 0.095
H -0.94 0.79 -2.05 0.080
H -2.69 1.21 -2.05 0.092
H 2.63 0.48 1.61 0.135
H 3.59 -1.03 1.30 0.113
H -3.04 0.55 0.38 0.082
H -1.44 1.45 0.28 0.140
H -1.34 -0.39 1.81 0.148
H -1.85 -1.51 0.54 0.138
H 4.49 -0.29 -0.58 0.207


17
Properties=species:S:1:pos:R:3:lowdin_charge:R:1 method="wB97M-V/def2-TZVPD" e_homo_ev="-12.81 / -11.93" homo_lumo_gap_ha="0.32815 / 0.26849" charge=+1
C -1.63 0.07 2.97 0.094
C -0.82 0.78 0.40 0.002
C 0.17 0.01 -0.32 -0.510
C 0.30 0.10 -1.85 0.004
C 0.54 -1.36 0.09 -0.025
N 0.63 1.15 0.59 0.168
O -1.06 0.83 3.59 0.181
H -2.29 -0.75 2.85 0.105
H -1.71 1.29 0.12 0.095
H 0.45 -0.93 -2.11 0.070
H 0.97 0.76 -2.33 0.075
H -0.71 0.45 -2.27 0.123
H 1.42 -1.62 -0.56 0.110
H -0.29 -2.03 -0.25 0.129
H 0.77 -1.41 1.12 0.070
H 1.10 1.95 0.28 0.153
H 0.91 0.71 1.47 0.155


17
Properties=species:S:1:pos:R:3:lowdin_charge:R:1 method="wB97M-V/def2-TZVPD" e_homo_ev=-14.18 homo_lumo_gap_ha=0.34705 charge=+1
C -0.79 1.25 -1.41 0.060
C 0.06 1.23 -0.49 0.037
C -1.96 1.51 -2.32 -0.047
C 1.71 -0.60 2.14 -0.031
C 0.86 0.99 0.58 -0.050
N 0.97 -0.18 1.06 0.013
O -0.49 -2.26 0.18 -0.010
H -2.85 0.92 -2.16 0.084
H -2.17 2.48 -2.54 0.037
H -1.62 1.15 -3.42 0.146
H 2.35 0.21 2.70 0.161
H 0.88 -0.93 2.69 0.104
H 2.38 -1.37 2.01 0.081
H 1.33 1.75 1.10 0.132
H 0.09 -2.81 -0.28 0.040
H 0.51 -1.03 0.61 0.120
H -1.28 -2.30 -0.44 0.122


17
Properties=species:S:1:pos:R:3:lowdin_charge:R:1 method="wB97M-V/def2-TZVPD" e_homo_ev=-14.56 homo_lumo_gap_ha=0.38717 charge=+1
C 0.58 -2.01 -0.91 0.002
C -0.11 -0.81 -0.44 -0.310
C -1.55 -0.79 -0.60 -0.002
N 0.60 0.29 -0.31 0.171
C 0.92 1.99 0.20 0.156
C 0.33 2.34 1.31 -0.248
O -0.52 1.93 2.20 0.095
H 1.30 -1.99 -1.64 0.076
H -0.14 -2.79 -1.22 0.114
H 1.08 -2.42 0.00 0.129
H -2.34 -0.03 -0.37 0.128
H -1.87 -1.67 -0.05 0.107
H -1.75 -1.05 -1.58 0.085
H 1.61 0.15 -0.42 0.126
H 1.47 2.53 -0.46 0.076
H 0.79 3.26 1.63 0.145
H -0.42 1.07 2.65 0.151


17
Properties=species:S:1:pos:R:3:lowdin_charge:R:1 method="wB97M-V/def2-TZVPD" e_homo_ev="-13.22 / -11.28" homo_lumo_gap_ha="0.36422 / 0.24731" charge=+1
C -0.06 0.65 -1.49 -0.034
C -0.80 0.38 -2.51 -0.001
C 1.05 0.73 -0.56 -0.194
C 1.16 -0.47 0.31 -0.085
C -1.17 -0.59 1.00 -0.085
N 0.20 -0.27 1.54 0.091
O -2.15 0.31 1.45 0.042
H -1.89 0.09 -2.30 0.086
H -0.81 0.69 -3.63 0.110
H 1.93 0.95 -1.20 0.158
H 0.94 1.54 0.07 0.100
H 0.81 -1.29 -0.14 0.091
H 2.14 -0.55 0.61 0.117
H -1.31 -1.71 1.05 0.156
H 0.49 -0.72 2.40 0.183
H 0.30 0.73 1.74 0.167
H -2.94 -0.21 1.47 0.099


18
Properties=species:S:1:pos:R:3:lowdin_charge:R:1 method="wB97M-V/def2-TZVPD" e_homo_ev=-2.92 homo_lumo_gap_ha=0.24091 smiles="CCCC(=O)NC[O-]" charge=-1
C -0.24 -1.32 -2.41 -0.122
C -0.84 0.04 -2.08 -0.287
C -1.51 0.07 -0.71 -0.139
C -0.63 -0.26 0.49 -0.574
O -1.13 -0.88 1.43 -0.018
N 0.62 0.20 0.49 0.084
C 1.37 0.69 1.81 -0.485
O 2.23 1.64 1.52 -0.322
H 0.50 -1.62 -1.67 0.072
H -1.03 -2.08 -2.34 0.070
H 0.16 -1.36 -3.43 0.063
H -0.09 0.83 -2.17 0.094
H -1.55 0.30 -2.87 0.095
H -2.36 -0.60 -0.71 0.103
H -1.93 1.07 -0.56 0.112
H 0.92 0.68 -0.35 0.095
H 0.53 1.04 2.41 0.079
H 1.79 -0.26 2.20 0.079


Energy relative to the best compared isomer or geometry (same formula, charge and spin) / kJ/mol: 307.6, 403.9, 591.9, 344.2, 404.6, 624.3, 136.4